[1]
9
Properties=species:S:1:pos:R:3:mulliken_charge:R:1 method="wB97M-V/def2-TZVPD" relative_energy_ev=4.017 molar_mass_g_mol=117.20 homo_lumo_gap_ev=7.52
S 1.134 -2.281 -0.630 -0.281
S 0.203 -0.652 0.097 0.369
N 0.376 0.726 3.619 -0.376
C 0.263 0.556 2.468 0.332
C -0.028 0.524 1.138 -0.212
C -0.404 0.172 -1.509 -0.899
H -1.367 -0.336 -1.746 0.327
H -0.662 1.096 -1.278 0.368
H 0.484 0.195 -2.159 0.372

[2]
10
Properties=species:S:1:pos:R:3:mulliken_charge:R:1 method="wB97M-V/def2-TZVPD" relative_energy_ev=3.039 molar_mass_g_mol=75.07 homo_lumo_gap_ev=10.16
O 0.180 1.512 0.144 -0.403
O 2.281 0.159 0.261 -0.543
N 0.119 0.208 -0.080 0.160
C -1.160 -0.263 0.179 -0.762
C 1.283 -0.437 -0.058 0.078
H 0.590 1.751 -0.747 0.342
H -1.578 -0.239 1.180 0.316
H -1.061 -1.349 0.042 0.275
H -1.930 0.144 -0.525 0.233
H 1.276 -1.487 -0.396 0.304

[3]
19
Properties=species:S:1:pos:R:3:mulliken_charge:R:1 method="wB97M-V/def2-TZVPD" relative_energy_ev=0.156 molar_mass_g_mol=132.40 total_charge=+2 homo_lumo_gap_ev=13.34
Mg -0.012 -0.043 -0.077 1.008
O 0.901 -0.181 1.780 -0.398
O -1.156 -1.660 0.477 -0.415
O 1.027 1.714 -0.491 -0.458
O -1.448 1.196 0.915 -0.445
O 1.473 -1.237 -0.842 -0.424
O -0.968 0.101 -1.851 -0.428
H 1.313 2.182 -1.290 0.277
H 2.181 -1.182 -1.500 0.298
H -1.914 -2.133 0.101 0.282
H 1.502 -2.156 -0.536 0.286
H -1.672 1.325 1.847 0.289
H 1.348 2.260 0.242 0.297
H -1.872 1.935 0.452 0.305
H -1.870 -0.127 -2.123 0.302
H 1.692 -0.610 2.141 0.301
H 0.706 0.535 2.403 0.294
H -0.534 0.405 -2.663 0.299
H -0.698 -2.322 1.016 0.329

[4]
55
Properties=species:S:1:pos:R:3:mulliken_charge:R:1 method="wB97M-V/def2-TZVPD" molar_mass_g_mol=357.48 homo_lumo_gap_ev=6.38
P 2.017 2.623 -3.191 -0.025
Si 1.526 1.051 1.652 0.799
F 0.673 -4.423 2.046 -0.909
O -2.566 -0.466 0.713 -0.304
O 1.601 0.037 0.329 -0.406
O 2.558 1.526 -4.273 -0.466
O 3.236 2.676 -2.093 -0.453
N -1.214 0.102 -1.041 1.251
C 0.804 1.613 -2.179 1.475
C -2.682 -2.751 1.472 -0.709
C -3.423 -1.430 1.357 -0.521
C -0.599 2.131 -2.468 -1.241
C 1.020 -1.267 0.491 0.237
C -0.224 1.679 1.896 -0.984
C 2.627 2.518 1.302 -1.263
C 0.873 0.121 -2.475 -1.661
C -1.702 1.270 -1.842 -0.751
C -0.180 -0.738 -1.750 0.349
C -2.390 -0.740 -0.626 -0.519
C -1.272 -2.533 2.037 0.026
C 2.096 0.202 3.218 -1.261
C 0.446 -1.780 -0.822 -1.534
H -3.274 -0.471 -1.209 0.404
H 1.056 1.808 -1.137 -0.875
H 1.272 -0.003 3.897 0.347
H -0.286 2.349 2.751 0.561
H -0.582 2.224 1.017 0.200
H -4.360 -1.523 0.800 0.381
H -2.395 0.916 -2.598 0.433
H 1.790 -1.964 0.817 0.519
H 2.411 2.986 0.343 0.357
H 2.782 0.881 3.725 0.392
H -0.300 -2.531 -0.553 0.635
H -2.277 1.873 -1.141 0.405
H -2.146 -1.782 -0.825 0.291
H 2.420 3.240 2.093 0.351
H 3.677 2.238 1.360 0.316
H 1.201 -2.315 -1.393 0.471
H 0.252 -1.280 1.260 -0.669
H 2.634 -0.720 3.008 0.356
H -0.842 0.460 -0.155 -0.705
H -3.241 -3.444 2.098 0.405
H -3.661 -1.030 2.339 0.343
H -0.498 -2.988 1.422 0.078
H 0.819 -0.024 -3.551 0.412
H -1.162 -2.981 3.018 0.496
H -2.628 -3.196 0.476 0.249
H -0.743 -1.289 -2.504 0.651
H 1.844 -0.244 -2.143 0.566
H -0.712 3.163 -2.143 0.482
H -1.072 -1.466 2.150 -0.285
H 3.310 1.845 -1.603 0.420
H -0.916 0.850 2.070 0.124
H 3.145 0.863 -3.892 0.344
H -0.743 2.140 -3.551 0.414

[5]
79
Properties=species:S:1:pos:R:3:mulliken_charge:R:1 method="wB97M-V/def2-TZVPD" relative_energy_ev=0.039 molar_mass_g_mol=881.54 total_charge=+1 homo_lumo_gap_ev="6.22 / 6.22"
Mo -0.371 1.585 -0.191 -0.298
Br -3.956 -4.773 4.765 -0.167
Se -1.875 3.682 3.120 0.273
S 3.879 1.728 -1.904 -0.384
O -2.478 1.820 -0.251 -0.301
O -0.723 0.331 1.528 -0.462
O -1.407 -0.791 -0.208 -0.532
O -0.663 1.078 -1.988 0.120
N -0.906 2.928 1.830 0.252
N -0.545 3.654 4.294 -0.837
N 1.157 2.056 1.563 0.551
N 1.624 1.109 -0.873 1.030
C -1.919 -1.482 3.321 -0.164
C -3.149 -3.507 3.618 0.034
C 0.815 -3.779 0.430 -1.977
C -4.059 0.425 -3.194 -0.814
C 3.607 0.063 -1.476 1.277
C -3.772 -0.101 -4.429 -1.008
C -3.206 -3.701 2.245 -0.783
C 2.297 2.126 -1.352 0.279
C -2.439 -0.208 -4.835 -0.471
C -1.418 0.200 -4.007 -1.057
C 2.317 1.794 2.085 -0.098
C 0.414 3.485 -0.715 2.102
C -1.970 -1.660 1.943 0.179
C -3.357 1.432 -1.042 1.023
C -2.613 -2.771 1.409 -0.196
C -1.702 0.722 -2.743 0.189
C 2.672 2.183 3.419 -1.013
C 1.631 5.795 -1.768 -0.755
C 4.444 -1.044 -1.598 -1.448
C -1.334 -0.678 1.025 1.158
C -2.511 -2.405 4.166 -0.701
C 3.971 -2.262 -1.160 -0.063
C -4.780 1.605 -0.607 -2.041
C -0.224 4.720 -0.659 -0.676
C 2.334 -0.080 -0.929 -1.792
C 2.292 4.581 -1.845 -1.027
C 3.188 -4.333 0.926 -1.697
C 2.685 -2.426 -0.605 0.164
C 0.375 5.863 -1.177 -0.985
C -3.037 0.850 -2.325 1.070
C 1.685 3.443 -1.320 0.235
C 2.229 -3.810 -0.153 2.028
C 0.272 2.709 2.352 0.131
C 0.495 3.102 3.702 0.271
C 1.792 2.823 4.233 -0.572
C 2.240 -4.762 -1.357 -1.712
C 1.867 -1.319 -0.497 -0.024
H 0.859 -1.383 -0.115 0.166
H -4.568 -0.426 -5.083 0.416
H -2.205 -0.618 -5.808 0.452
H 2.089 6.687 -2.173 0.437
H 1.571 -4.402 -2.141 0.364
H 3.666 1.935 3.760 0.447
H 1.905 -5.754 -1.051 0.449
H 0.082 -3.420 -0.296 0.320
H -0.381 0.118 -4.302 0.520
H 3.188 -3.674 1.797 0.361
H -4.802 2.134 0.342 0.353
H 4.212 -4.411 0.559 0.365
H -2.479 -2.276 5.239 0.463
H -1.411 -0.618 3.728 0.452
H 3.238 -4.865 -1.783 0.366
H 2.874 -5.326 1.252 0.450
H 3.268 4.523 -2.314 0.470
H -2.639 -2.894 0.334 0.439
H -3.707 -4.570 1.841 0.447
H -1.207 4.797 -0.210 0.433
H 0.525 -4.787 0.731 0.545
H 4.619 -3.124 -1.253 0.482
H -5.091 0.510 -2.884 0.443
H 0.761 -3.143 1.318 0.369
H 2.039 3.107 5.247 0.494
H 5.434 -0.956 -2.023 0.425
H -0.142 6.813 -1.127 0.459
H -5.241 0.624 -0.479 0.420
H -5.359 2.152 -1.349 0.476
H 3.031 1.248 1.477 0.405

[6]
8
Properties=species:S:1:pos:R:3:mulliken_charge:R:1 method="wB97M-V/def2-TZVPD" relative_energy_ev=1.718 molar_mass_g_mol=110.18 homo_lumo_gap_ev=8.27
S 1.123 1.083 1.460 -0.190
S -0.855 -1.507 -0.764 -0.152
F 3.716 1.774 1.577 -0.158
C 2.728 0.909 1.312 0.099
C -1.523 -1.814 0.699 -0.313
H 3.156 0.012 0.798 0.250
H -1.208 -1.130 1.440 0.165
H -1.863 -2.717 0.982 0.300

[7]
67
Properties=species:S:1:pos:R:3:mulliken_charge:R:1 method="wB97M-V/def2-TZVPD" relative_energy_ev=0.445 multiplicity=6 molar_mass_g_mol=934.67 homo_lumo_gap_ev="7.94 / 6.00"
Ir -0.177 0.104 -0.592 1.725
Cl -3.271 2.336 -6.449 -0.188
Cl 1.759 2.692 -4.599 -0.189
Cl -0.312 3.141 -6.865 -0.185
Cl -4.187 1.079 -3.760 -0.197
S -1.165 3.084 1.012 1.210
S 0.075 -2.340 -2.344 1.264
O 0.568 1.622 -2.145 -0.951
O 1.170 -3.127 -2.824 -0.736
O -0.569 3.802 2.111 -0.707
O -0.049 -0.988 -2.881 -0.476
O -2.029 0.827 -1.817 -0.516
O -0.955 3.585 -0.311 -0.647
N -0.679 1.500 1.032 -0.502
N -0.748 -0.603 1.773 -0.094
N -5.043 -5.165 -3.129 -0.518
N 1.674 -0.961 0.419 -0.171
N 1.863 -3.319 0.311 -0.611
N 0.125 -2.128 -0.718 -0.241
C 0.108 2.332 -4.338 0.153
C -1.460 -3.178 -2.559 -0.117
C -0.809 2.509 -5.357 0.305
C -5.648 2.685 1.783 1.006
C -0.882 0.130 4.421 -0.477
C -3.612 1.853 0.785 0.125
C -1.668 1.384 -2.888 -0.097
C -3.860 -4.504 -2.942 1.122
C -0.738 -1.531 2.710 -0.387
C -2.562 1.597 -3.965 0.225
C -3.833 -3.107 -2.823 -1.006
C -0.920 1.106 3.449 -0.533
C 3.297 -2.050 1.730 -0.719
C -2.663 -5.220 -2.802 -0.777
C 2.659 -0.898 1.291 -0.198
C -2.926 2.928 1.315 0.234
C -1.469 -4.560 -2.611 -0.670
C 1.265 -2.179 -0.010 0.493
C 2.868 -3.244 1.162 -0.316
C -4.938 3.774 2.281 -0.780
C -0.802 0.703 2.107 0.792
C -0.782 -1.213 4.060 -0.850
C -0.255 1.791 -3.070 0.495
C -4.970 1.734 1.028 -1.262
C -3.578 3.893 2.058 -0.721
C -7.113 2.553 2.062 -1.505
C -2.158 2.148 -5.168 0.448
C -2.636 -2.450 -2.632 -0.212
H -7.472 1.553 1.833 0.358
H -5.509 0.889 0.628 0.394
H -0.534 -5.088 -2.523 0.504
H -5.828 -4.638 -3.473 0.221
H -0.677 -2.559 2.372 0.457
H 3.331 -4.192 1.402 0.441
H -5.457 4.528 2.855 0.404
H -0.915 0.402 5.467 0.427
H 2.925 0.088 1.649 0.521
H 4.096 -2.013 2.449 0.410
H -2.688 -6.298 -2.860 0.302
H -3.086 1.130 0.180 0.305
H -7.678 3.262 1.459 0.317
H -0.969 2.157 3.683 0.494
H -0.741 -1.991 4.807 0.420
H -3.012 4.724 2.445 0.513
H -2.594 -1.375 -2.554 0.562
H -7.324 2.774 3.107 0.375
H -4.994 -6.126 -3.423 0.215
H -4.753 -2.544 -2.897 0.318

[8]
11
Properties=species:S:1:pos:R:3:mulliken_charge:R:1 method="wB97M-V/def2-TZVPD" multiplicity=2 molar_mass_g_mol=170.92 total_charge=+1 homo_lumo_gap_ev="6.03 / 6.25"
Cu 1.193 1.416 -0.776 0.704
Mg 1.972 -0.068 2.179 0.543
O -2.773 1.349 0.186 -0.589
O 0.761 -0.108 0.608 -0.494
C -2.746 -1.207 0.201 -0.455
C -1.445 -0.851 0.125 0.106
C -2.410 0.189 0.247 0.403
C -0.015 -1.226 0.280 -0.044
H -3.434 -2.045 0.300 0.340
H 0.039 -2.013 1.055 0.230
H 0.290 -1.715 -0.663 0.256

The E results, record by record, are as follows: -967.06837; -284.35568; -658.32424; -1639.64347; -7389.66812; -974.15606; -4600.33557; -2144.88041 Eh.